1.
# C34H90CdF12N2O23S4

A structure of composition C34H90CdF12N2O23S4 (ωB97M-V/def2-TZVPD, the Open Molecules 2025 dataset).

Geometry (Å):
Cd -0.476 1.918 2.358
C -0.330 0.786 6.334
F -0.497 0.972 7.680
F 0.517 -0.187 6.015
F -1.515 0.417 5.858
S 0.203 2.461 5.467
O -1.055 3.180 5.273
O 1.136 3.195 6.299
N 0.742 1.981 3.841
S 2.294 1.670 4.051
O 2.770 1.280 5.387
O 2.703 0.714 3.010
C 3.085 3.373 3.653
F 2.507 3.844 2.521
F 2.900 4.271 4.622
F 4.363 3.119 3.490
C -0.735 1.541 -1.693
F -1.421 2.579 -1.205
F -1.605 0.538 -1.811
F -0.205 1.899 -2.866
S 0.622 1.064 -0.404
O 1.560 0.148 -1.091
O 1.336 2.281 -0.018
N -0.292 0.566 1.012
S -0.076 -1.030 0.861
O -0.620 -1.583 -0.372
O 1.240 -1.464 1.331
C -1.261 -1.672 2.291
F -1.052 -0.878 3.389
F -2.520 -1.528 1.883
F -1.015 -2.950 2.590
C -3.366 1.503 -5.704
C -3.217 2.563 -4.607
O -4.413 3.281 -4.535
H -3.838 0.604 -5.306
H -2.360 1.210 -6.005
H -3.865 1.821 -6.620
H -2.360 3.192 -4.847
H -2.986 2.072 -3.661
H -4.283 4.028 -5.124
C 0.947 7.164 -0.128
C 1.202 5.714 -0.537
O -0.077 5.075 -0.694
H 0.478 7.748 -0.920
H 1.884 7.637 0.166
H 0.275 7.160 0.730
H 1.773 5.146 0.198
H 1.712 5.620 -1.495
H -0.437 5.343 -1.543
C -4.894 -3.025 -0.207
C -4.959 -1.518 -0.363
O -6.234 -1.299 -0.885
H -4.983 -3.554 -1.156
H -5.740 -3.445 0.336
H -3.973 -3.326 0.293
H -4.145 -1.231 -1.029
H -4.810 -0.964 0.563
H -6.373 -0.350 -0.845
C -1.891 -3.070 -3.440
C -2.311 -2.072 -4.528
O -2.908 -2.712 -5.574
H -1.274 -2.589 -2.681
H -1.369 -3.904 -3.908
H -2.738 -3.618 -3.028
H -1.457 -1.509 -4.905
H -2.942 -1.276 -4.131
H -2.953 -2.028 -6.246
C 0.374 -3.783 5.501
C 0.751 -4.933 4.555
O -0.360 -5.728 4.319
H 0.155 -4.254 6.460
H -0.492 -3.209 5.171
H 1.273 -3.187 5.661
H 1.548 -5.531 4.997
H 1.140 -4.547 3.612
H -0.440 -6.407 4.993
C 3.736 3.199 -2.200
C 3.674 2.362 -3.442
O 4.929 1.705 -3.434
H 4.678 3.748 -2.171
H 3.844 2.571 -1.316
H 2.867 3.857 -2.191
H 3.638 3.012 -4.317
H 2.790 1.728 -3.377
H 5.480 1.983 -4.170
C -1.377 -5.609 -0.710
C -0.626 -5.739 0.608
O -1.588 -5.941 1.647
H -0.774 -5.835 -1.589
H -1.847 -4.626 -0.751
H -2.176 -6.350 -0.686
H -0.068 -4.813 0.749
H -0.030 -6.650 0.650
H -1.096 -5.921 2.471
C -1.801 5.472 2.588
C -0.407 4.943 2.501
O -0.397 3.821 1.622
H -1.863 6.071 3.497
H -2.561 4.697 2.682
H -2.137 6.040 1.721
H -0.033 4.685 3.492
H 0.374 5.640 2.195
H -0.186 4.190 0.761
C 0.339 3.757 -5.628
C -0.332 4.934 -6.286
O 0.246 6.080 -5.733
H 0.144 3.708 -4.557
H 1.409 3.810 -5.825
H -0.128 2.896 -6.107
H -1.396 4.888 -6.052
H -0.166 4.978 -7.363
H -0.033 6.755 -6.356
C 1.323 0.070 -5.542
C 2.331 -0.761 -4.838
O 2.655 -1.884 -5.648
H 0.463 -0.437 -5.978
H 1.939 0.573 -6.288
H 0.938 0.916 -4.973
H 1.976 -1.070 -3.854
H 3.261 -0.217 -4.673
H 3.285 -2.400 -5.138
C -3.693 -4.346 5.110
C -4.570 -3.938 3.950
O -5.906 -3.800 4.385
H -2.689 -4.515 4.723
H -4.054 -5.298 5.499
H -3.625 -3.597 5.900
H -4.465 -4.662 3.142
H -4.205 -2.985 3.568
H -6.495 -3.805 3.627
C -3.865 2.922 1.220
C -3.328 1.588 1.826
O -2.423 1.907 2.826
H -4.340 3.569 1.957
H -4.515 2.800 0.353
H -3.013 3.474 0.823
H -2.804 1.070 1.024
H -4.145 0.938 2.141
H -2.897 2.108 3.636
C 1.893 -3.497 -1.923
C 2.668 -4.464 -1.047
O 3.957 -4.503 -1.511
H 0.903 -3.355 -1.491
H 1.936 -3.833 -2.959
H 2.307 -2.489 -1.887
H 2.251 -5.471 -1.044
H 2.729 -4.134 -0.010
H 4.525 -4.262 -0.776
C 4.533 -0.613 0.371
C 4.874 -1.044 -1.047
O 5.928 -0.175 -1.580
H 4.032 0.349 0.267
H 5.408 -0.544 1.017
H 3.812 -1.284 0.837
H 4.033 -0.935 -1.732
H 5.191 -2.087 -1.023
H 5.511 0.396 -2.230
C 3.645 -2.928 3.494
C 4.856 -2.056 3.898
O 5.970 -2.721 3.355
H 2.778 -2.545 4.033
H 3.787 -3.955 3.832
H 3.365 -2.960 2.441
H 4.992 -2.087 4.979
H 4.710 -1.013 3.616
H 6.766 -2.378 3.768

The calculation puts the HOMO energy at -0.3358 Ha. The value obtained for the energy is -167295.5530 eV. As for the maximum force: 7.83 eV/A. For the gap between HOMO and LUMO, the calculation gives 0.327 Eh. The calculation puts the LUMO energy at -0.24 eV. The calculation puts the energy relative to the best compared isomer or geometry (same formula, charge and spin) at 90.1 kJ/mol.



2.
# C34H90N2O20

A cluster of 12 separate species, C34H90N2O20 in total (ωB97M-V/def2-TZVPD, the Open Molecules 2025 dataset).

Geometry (Å):
O -4.445 2.579 -0.214
H -4.287 3.471 -0.575
H -4.085 2.612 0.678
O -3.135 -3.476 -2.945
H -2.272 -3.100 -3.168
H -3.200 -3.375 -1.988
C -3.546 5.596 -4.206
C -3.743 4.543 -3.047
C -3.136 3.203 -3.513
C -1.622 3.124 -3.463
C -1.178 3.567 -2.055
C -1.695 4.910 -1.568
N -3.159 4.941 -1.785
O -3.825 5.999 -1.119
C -1.413 4.986 -0.064
C -0.944 6.053 -2.299
C -5.264 4.314 -2.930
H -3.411 6.547 -3.687
H -4.460 5.699 -4.790
H -2.741 5.307 -4.874
H -3.572 2.506 -2.787
H -3.477 2.972 -4.525
H -1.196 3.821 -4.193
H -1.262 2.109 -3.630
H -0.085 3.465 -2.131
H -1.362 2.734 -1.368
H -1.258 4.015 0.409
H -0.501 5.547 0.151
H -2.248 5.478 0.433
H 0.083 5.688 -2.206
H -1.123 6.127 -3.368
H -1.069 7.027 -1.826
H -5.543 3.677 -3.767
H -5.731 5.300 -2.898
H -5.652 3.815 -2.040
H -3.424 6.804 -1.498
C 2.535 -0.382 3.339
C 1.545 0.362 2.420
C 2.369 0.632 1.152
C 1.584 0.914 -0.166
C 0.583 -0.208 -0.294
C -0.297 -0.424 0.906
N 0.483 -0.594 2.111
O -0.305 -1.074 3.164
C -1.286 0.773 0.952
C -1.186 -1.643 0.657
C 1.132 1.695 3.077
H 3.069 -1.162 2.805
H 2.040 -0.744 4.246
H 3.261 0.314 3.776
H 2.955 1.543 1.328
H 3.074 -0.159 0.903
H 2.415 0.944 -0.880
H 1.085 1.877 -0.321
H 1.060 -1.108 -0.694
H -0.055 -0.049 -1.179
H -2.073 0.726 1.711
H -0.686 1.661 1.168
H -1.780 0.944 -0.004
H -1.642 -1.707 -0.327
H -0.619 -2.564 0.842
H -1.977 -1.699 1.404
H 0.376 1.651 3.857
H 0.911 2.429 2.299
H 2.043 2.108 3.519
H -0.899 -0.347 3.427
C -4.494 -5.082 2.338
C -4.449 -4.132 1.156
O -3.136 -4.054 0.656
O -4.149 -6.401 1.846
H -5.476 -5.156 2.819
H -3.747 -4.822 3.101
H -4.820 -3.198 1.605
H -5.227 -4.409 0.437
H -2.674 -4.843 0.961
H -4.277 -7.015 2.575
C 4.608 3.647 -2.926
C 3.434 3.992 -2.033
O 2.235 3.966 -2.805
O 4.663 2.199 -2.992
H 5.614 3.907 -2.586
H 4.456 4.070 -3.919
H 3.642 4.965 -1.565
H 3.334 3.346 -1.156
H 2.423 3.248 -3.428
H 5.137 1.897 -2.210
C 2.492 -5.717 1.839
C 2.204 -5.388 0.385
O 1.661 -6.475 -0.347
O 1.434 -6.383 2.527
H 2.691 -4.756 2.346
H 3.357 -6.360 1.997
H 3.122 -5.049 -0.118
H 1.583 -4.511 0.178
H 0.826 -6.224 -0.742
H 0.620 -5.858 2.475
C 0.833 -3.999 -2.467
C 2.198 -3.518 -2.934
O 2.412 -3.934 -4.303
O -0.148 -3.365 -3.282
H 0.666 -3.682 -1.442
H 0.758 -5.079 -2.617
H 3.005 -3.981 -2.357
H 2.265 -2.436 -3.006
H 2.490 -4.894 -4.315
H 0.282 -3.174 -4.129
C 0.139 -4.358 4.815
C -0.307 -5.660 5.447
O -0.023 -5.586 6.837
O -0.556 -4.042 3.612
H 1.197 -4.382 4.543
H -0.061 -3.537 5.506
H 0.107 -6.546 4.978
H -1.396 -5.543 5.386
H 0.085 -6.479 7.171
H -0.100 -3.242 3.313
C 7.543 1.905 1.254
C 7.098 1.839 -0.182
O 5.652 2.032 -0.260
O 6.797 0.983 2.033
H 7.401 2.922 1.631
H 8.605 1.641 1.276
H 7.308 0.857 -0.627
H 7.601 2.562 -0.826
H 5.418 1.657 0.605
H 7.244 0.883 2.877
C -3.843 -1.175 4.834
C -4.368 -0.525 6.082
O -4.692 -1.447 7.118
O -2.633 -1.875 5.130
H -3.694 -0.389 4.085
H -4.582 -1.856 4.401
H -5.170 0.209 5.969
H -3.619 0.149 6.532
H -3.859 -1.845 7.394
H -2.888 -2.802 5.094
C 1.795 0.607 -4.108
C 1.975 1.540 -5.285
O 2.028 0.764 -6.461
O 0.531 -0.055 -4.253
H 1.740 1.123 -3.150
H 2.592 -0.145 -4.089
H 2.861 2.194 -5.273
H 1.217 2.323 -5.108
H 1.643 1.283 -7.175
H 0.635 -0.619 -5.032

The calculation puts the HOMO energy at -0.3051 Ha. The value obtained for the energy is -80639.6788 eV. As for the maximum force: 2.51 eV/A. For the gap between HOMO and LUMO, the calculation gives 0.312 Eh. The calculation puts the LUMO energy at 0.20 eV. The SMILES is CC1(C)CCCC(C)(C)N1O.CC1(C)CCCC(C)(C)N1O.OCCO.OCCO.OCCO.OCCO.OCCO.OCCO.OCCO.OCCO.O.O. The calculation puts the energy relative to the best compared isomer or geometry (same formula, charge and spin) at 0.0 kJ/mol.